Density functional theory data (the ωB97M-V functional and the def2-TZVPD basis) for one molecule with the formula C19H21FN2O3 at a distorted geometry.

XYZ file:
```
46
Properties=species:S:1:pos:R:3
C -1.88 -1.95 1.82
C -1.29 -0.86 1.87
C -0.58 0.49 2.03
N -1.16 1.48 1.07
C -2.00 2.55 1.57
C -3.42 2.08 1.63
C -4.17 2.04 0.48
F -3.81 1.39 2.77
C -0.56 1.55 -0.21
O -1.05 2.28 -1.02
C 0.89 1.16 -0.41
C 1.17 -0.31 -0.56
C 2.37 -1.05 -0.20
C 2.47 -2.34 -0.60
C 1.48 -3.11 -1.37
C 0.36 -2.38 -1.80
C 0.34 -1.01 -1.58
O -0.71 -2.96 -2.42
C -0.56 -4.32 -2.82
C 0.13 -5.05 -1.67
O 1.41 -4.52 -1.46
C 1.71 1.89 -1.48
C 2.08 2.04 0.00
C 1.92 3.34 0.87
N 1.96 3.01 2.30
H -2.36 -2.91 1.68
H -0.73 0.78 3.10
H 0.46 0.44 1.76
H -1.66 2.88 2.51
H -1.81 3.33 0.91
H -3.93 2.62 -0.45
H -5.20 1.60 0.41
H 3.14 -0.45 0.35
H 3.34 -2.89 -0.34
H -0.27 -0.30 -2.15
H 0.02 -4.31 -3.72
H -1.53 -4.69 -3.04
H -0.55 -4.97 -0.76
H 0.29 -6.10 -1.97
H 1.25 2.75 -1.97
H 2.43 1.26 -1.98
H 3.09 1.55 0.24
H 0.98 3.83 0.50
H 2.74 4.08 0.63
H 1.30 2.24 2.55
H 1.88 3.84 2.93
```

## Properties
Lowest unoccupied orbital energy (Ha): 0.0285
ΔE to the lowest compared entry with this formula, charge and spin (eV): 8.126
SMILES string: C#CCN(CC(=C)F)C(=O)[C@@]1(c2ccc3c(c2)OCCO3)C[C@H]1CN
Net charge: 0
F_max (eV/Å): 4.3
Spin multiplicity: 1
E (Ha): -1171.4725


Density functional theory data (the ωB97M-V functional and the def2-TZVPD basis) for C14H30O5STc as an isolated structure at a distorted geometry.

XYZ file:
```
51
Properties=species:S:1:pos:R:3
Tc -0.18 -0.78 -0.68
C -0.21 -0.25 2.52
C 1.04 0.61 2.40
O 1.38 0.76 1.02
C 2.77 0.66 0.72
C 2.96 -0.17 -0.55
O 2.12 -1.31 -0.41
C 2.35 -2.41 -1.26
C 1.38 -3.50 -0.79
O 0.14 -2.89 -0.35
C -0.49 -3.51 0.80
C -0.93 -2.45 1.81
O -0.04 -1.36 1.66
H -1.11 0.31 2.24
H -0.32 -0.58 3.56
H 1.86 0.13 2.94
H 0.85 1.58 2.85
H 3.30 0.18 1.54
H 3.20 1.65 0.56
H 4.01 -0.46 -0.63
H 2.68 0.40 -1.44
H 3.38 -2.78 -1.16
H 2.19 -2.14 -2.31
H 1.82 -4.04 0.04
H 1.17 -4.20 -1.60
H 0.23 -4.19 1.26
H -1.35 -4.09 0.46
H -0.86 -2.87 2.81
H -1.96 -2.13 1.63
O -0.50 1.14 -0.92
S -1.36 2.29 -1.51
C -2.61 2.63 -0.20
C -2.37 4.06 0.25
C -0.86 4.26 0.26
C -0.37 3.77 -1.09
H -2.38 1.90 0.58
H -3.60 2.44 -0.60
H -2.82 4.23 1.23
H -2.83 4.76 -0.45
H -0.40 3.68 1.06
H -0.59 5.31 0.40
H 0.67 3.47 -1.12
H -0.57 4.49 -1.89
C -2.28 -1.06 -0.82
H -2.49 -2.11 -1.08
H -2.73 -0.45 -1.60
H -2.78 -0.84 0.13
C -0.14 -1.00 -2.78
H -0.18 -2.06 -3.04
H 0.78 -0.57 -3.19
H -0.98 -0.52 -3.28
```

## Properties
Lowest unoccupied orbital energy (spin up / spin down) (Ha): -0.3016 / -0.2835
Net charge: +2
F_max (eV/Å): 1.3
<S²>: 0.76
Spin multiplicity: 2
E (Ha): -1405.9059


Density functional theory data (the ωB97M-V functional and the def2-TZVPD basis) for an isolated ion of composition C3H7FN3 and charge +1 at a distorted geometry.

XYZ file:
```
14
Properties=species:S:1:pos:R:3
C -2.01 0.34 0.36
C 2.45 0.27 0.31
C 1.45 -0.43 -0.52
N -0.89 0.66 -0.27
N 0.16 0.84 -0.79
N -3.01 -0.34 -0.11
F 0.81 -1.38 0.17
H -2.06 0.48 1.48
H 2.28 1.32 0.68
H 3.44 0.23 -0.26
H 2.68 -0.31 1.19
H 1.46 -0.71 -1.59
H -3.86 -0.19 0.42
H -2.91 -0.78 -1.07
```

## Properties
Lowest unoccupied orbital energy (spin up / spin down) (Ha): -0.1572 / -0.2438
ΔE to the lowest compared entry with this formula, charge and spin (eV): 0.000
Net charge: +1
F_max (eV/Å): 4.7
<S²>: 2.01
Spin multiplicity: 3
E (Ha): -382.2040


Density functional theory data (the ωB97M-V functional and the def2-TZVPD basis) for C28H21AsCl5N3PtS2 as an isolated structure at a distorted geometry.

XYZ file:
```
61
Properties=species:S:1:pos:R:3
Pt 0.07 1.57 -0.06
Cl 1.46 3.61 2.02
C 0.23 4.34 1.03
C -0.55 3.53 0.20
C -1.61 4.19 -0.42
Cl -2.77 3.25 -1.33
C -1.83 5.56 -0.33
Cl -3.12 6.31 -1.19
C -0.99 6.33 0.45
Cl -1.23 8.03 0.58
C 0.04 5.71 1.17
Cl 1.04 6.66 2.20
S 2.03 2.23 -1.03
C 3.30 1.13 -0.48
C 4.62 1.55 -0.57
C 5.65 0.70 -0.19
C 5.38 -0.58 0.29
C 4.07 -1.00 0.39
C 3.04 -0.15 0.00
As 1.17 -0.57 0.01
C 0.87 -1.68 1.56
C 1.68 -1.48 2.68
C 1.46 -2.23 3.83
C 0.43 -3.16 3.87
C -0.40 -3.32 2.77
C -0.19 -2.57 1.62
C 1.04 -1.73 -1.54
C 1.21 -1.12 -2.78
C 1.15 -1.87 -3.94
C 0.90 -3.23 -3.88
C 0.75 -3.85 -2.65
C 0.83 -3.10 -1.48
H 4.84 2.55 -0.92
H 6.68 1.04 -0.26
H 6.19 -1.23 0.59
H 3.84 -1.99 0.76
H 2.48 -0.75 2.66
H 2.09 -2.08 4.69
H 0.27 -3.75 4.76
H -1.22 -4.02 2.81
H -0.88 -2.66 0.79
H 1.41 -0.05 -2.83
H 1.29 -1.39 -4.90
H 0.84 -3.82 -4.79
H 0.58 -4.92 -2.59
H 0.75 -3.61 -0.52
C -6.05 -0.57 1.11
C -4.85 -1.50 0.95
C -3.75 -0.88 0.15
N -2.64 -0.47 0.64
N -1.82 0.12 -0.29
C -2.33 0.11 -1.49
N -1.70 0.56 -2.60
S -3.89 -0.61 -1.57
H -6.80 -1.02 1.76
H -6.52 -0.36 0.15
H -5.74 0.38 1.55
H -5.16 -2.44 0.48
H -4.42 -1.74 1.93
H -0.91 1.18 -2.42
H -2.27 0.82 -3.39
```

## Properties
Lowest unoccupied orbital energy (Ha): -0.0067
ΔE to the lowest compared entry with this formula, charge and spin (eV): 1.083
Net charge: 0
F_max (eV/Å): 1.3
Spin multiplicity: 1
E (Ha): -6696.3104


Density functional theory data (the ωB97M-V functional and the def2-TZVPD basis) for C26H30BrN2O2OsP as an isolated structure.

XYZ file:
```
63
Properties=species:S:1:pos:R:3
Os 0.07 0.09 0.10
C 1.49 -3.62 1.83
C 0.74 -2.50 1.51
N 1.23 -1.52 0.73
C 2.49 -1.63 0.23
C 3.29 -2.73 0.48
C 2.76 -3.74 1.31
C 4.59 -2.80 -0.13
C 5.03 -1.81 -0.93
C 4.22 -0.64 -1.17
C 4.63 0.43 -1.99
C 3.80 1.51 -2.16
C 2.57 1.53 -1.51
N 2.16 0.53 -0.74
C 2.97 -0.55 -0.58
H 1.07 -4.38 2.47
H -0.27 -2.38 1.87
H 3.37 -4.61 1.54
H 5.21 -3.67 0.07
H 6.01 -1.87 -1.40
H 5.59 0.39 -2.48
H 4.09 2.35 -2.78
H 1.89 2.37 -1.62
C -1.56 1.01 3.22
P 0.03 1.07 2.38
C 0.44 2.83 2.30
C 1.19 0.34 3.54
H -1.43 1.40 4.23
H -1.94 -0.01 3.28
H -2.30 1.62 2.69
H 0.32 3.25 3.30
H -0.23 3.34 1.61
H 1.47 2.96 1.97
H 1.15 0.92 4.47
H 2.21 0.37 3.15
H 0.92 -0.69 3.76
Br -7.52 0.73 1.54
C -5.84 1.22 0.90
C -4.78 0.34 1.04
C -3.53 0.72 0.58
C -3.33 1.96 -0.01
C -4.41 2.83 -0.15
C -5.67 2.46 0.31
C -2.03 2.44 -0.50
O -1.81 3.53 -0.91
O -0.92 1.56 -0.44
H -4.94 -0.63 1.51
H -2.71 0.04 0.71
H -4.26 3.80 -0.62
H -6.51 3.13 0.21
C 0.42 -0.74 -3.58
C -0.86 -0.57 -2.77
C -2.05 -1.21 -3.50
C -0.75 -1.21 -1.38
H 0.30 -0.30 -4.57
H 0.65 -1.80 -3.72
H 1.28 -0.26 -3.11
H -1.09 0.49 -2.69
H -1.92 -2.30 -3.59
H -2.14 -0.80 -4.51
H -2.99 -1.03 -2.97
H -0.14 -2.11 -1.39
H -1.74 -1.47 -0.98
```

## Properties
Lowest unoccupied orbital energy (spin up / spin down) (Ha): -0.2490 / -0.3056
ΔE to the lowest compared entry with this formula, charge and spin (eV): 0.106
Net charge: +2
F_max (eV/Å): 0.9
<S²>: 6.02
Spin multiplicity: 5
E (Ha): -4274.2466


What did the fifth record say?
Density functional theory data (the ωB97M-V functional and the def2-TZVPD basis) for C26H30BrN2O2OsP as an isolated structure.

XYZ file:
```
63
Properties=species:S:1:pos:R:3
Os 0.07 0.09 0.10
C 1.49 -3.62 1.83
C 0.74 -2.50 1.51
N 1.23 -1.52 0.73
C 2.49 -1.63 0.23
C 3.29 -2.73 0.48
C 2.76 -3.74 1.31
C 4.59 -2.80 -0.13
C 5.03 -1.81 -0.93
C 4.22 -0.64 -1.17
C 4.63 0.43 -1.99
C 3.80 1.51 -2.16
C 2.57 1.53 -1.51
N 2.16 0.53 -0.74
C 2.97 -0.55 -0.58
H 1.07 -4.38 2.47
H -0.27 -2.38 1.87
H 3.37 -4.61 1.54
H 5.21 -3.67 0.07
H 6.01 -1.87 -1.40
H 5.59 0.39 -2.48
H 4.09 2.35 -2.78
H 1.89 2.37 -1.62
C -1.56 1.01 3.22
P 0.03 1.07 2.38
C 0.44 2.83 2.30
C 1.19 0.34 3.54
H -1.43 1.40 4.23
H -1.94 -0.01 3.28
H -2.30 1.62 2.69
H 0.32 3.25 3.30
H -0.23 3.34 1.61
H 1.47 2.96 1.97
H 1.15 0.92 4.47
H 2.21 0.37 3.15
H 0.92 -0.69 3.76
Br -7.52 0.73 1.54
C -5.84 1.22 0.90
C -4.78 0.34 1.04
C -3.53 0.72 0.58
C -3.33 1.96 -0.01
C -4.41 2.83 -0.15
C -5.67 2.46 0.31
C -2.03 2.44 -0.50
O -1.81 3.53 -0.91
O -0.92 1.56 -0.44
H -4.94 -0.63 1.51
H -2.71 0.04 0.71
H -4.26 3.80 -0.62
H -6.51 3.13 0.21
C 0.42 -0.74 -3.58
C -0.86 -0.57 -2.77
C -2.05 -1.21 -3.50
C -0.75 -1.21 -1.38
H 0.30 -0.30 -4.57
H 0.65 -1.80 -3.72
H 1.28 -0.26 -3.11
H -1.09 0.49 -2.69
H -1.92 -2.30 -3.59
H -2.14 -0.80 -4.51
H -2.99 -1.03 -2.97
H -0.14 -2.11 -1.39
H -1.74 -1.47 -0.98
```

## Properties
Lowest unoccupied orbital energy (spin up / spin down) (Ha): -0.2490 / -0.3056
ΔE to the lowest compared entry with this formula, charge and spin (eV): 0.106
Net charge: +2
F_max (eV/Å): 0.9
<S²>: 6.02
Spin multiplicity: 5
E (Ha): -4274.2466


Q: The lowest F_max belongs to which entry?
A: C26H30BrN2O2OsP


Q: Which formula does entry 2 have?
A: C14H30O5STc